# 1
This record from the OMol25 dataset describes a structure of composition C26H38N8O2RhS2. The level of theory is ωB97M-V/def2-TZVPD.

Element x y z (Å)
Rh 0.044606 0.352146 -0.111622
C 1.776295 1.665164 2.057009
N 1.895305 0.691746 0.941977
C 2.993394 1.181934 0.084540
C 2.205743 -0.617544 1.557905
C 3.482696 -0.989426 1.919418
C 3.677048 -2.160606 2.645881
C 2.577524 -2.909608 3.026827
C 1.289882 -2.546884 2.653927
C 1.084777 -1.406734 1.875811
N -0.102409 -0.928533 1.378114
C -1.423362 -1.210550 1.702821
C -1.960487 -2.445932 2.044324
C -3.329615 -2.575704 2.247726
C -4.172927 -1.491124 2.094405
C -3.645969 -0.248898 1.746077
C -2.287281 -0.114154 1.559111
N -1.635405 1.172648 1.233005
C -1.343924 1.821824 2.533991
C -2.529626 2.089677 0.497299
H 2.754752 1.797902 2.522395
H 1.428260 2.623289 1.671999
H 1.091544 1.277547 2.797550
H 3.870006 1.419914 0.688665
H 3.255639 0.423707 -0.641800
H 2.670315 2.080275 -0.433430
H 4.337078 -0.377747 1.662592
H 4.675789 -2.464447 2.925689
H 2.717097 -3.806292 3.616449
H 0.457315 -3.158540 2.961955
H -1.330922 -3.321131 2.082820
H -3.738073 -3.547346 2.491144
H -5.239835 -1.601608 2.229173
H -4.317309 0.588842 1.618687
H -2.286501 2.091311 3.015882
H -0.822044 1.124607 3.181200
H -0.752627 2.722943 2.383734
H -3.405985 2.341885 1.096117
H -1.987728 3.016430 0.322806
H -2.849760 1.639677 -0.437324
C 0.224948 4.274610 -0.856922
C -0.522330 3.475508 -1.911204
S 0.186540 1.835818 -2.049314
O 1.574779 2.052683 -2.554796
C -0.790596 1.152922 -3.401856
C -0.536239 1.868717 -4.718969
H -0.192038 5.278060 -0.787009
H 1.278838 4.360715 -1.118678
H 0.149055 3.807179 0.127707
H -0.414541 3.917246 -2.902104
H -1.582422 3.350694 -1.694121
H -1.830286 1.192448 -3.076437
H -0.497899 0.101908 -3.428813
H -1.083972 2.807042 -4.787079
H -0.878375 1.231363 -5.532995
H 0.524761 2.066886 -4.867289
C 3.906015 -3.086003 -3.364399
N 3.114686 -2.575897 -2.246299
C 2.481861 -1.396071 -2.210224
S 0.986646 -1.441843 -1.341945
N 2.970037 -0.350356 -2.854390
C 4.374244 -0.159647 -3.209679
H 3.614660 -4.117825 -3.546246
H 4.974824 -3.053230 -3.159343
H 3.690683 -2.512481 -4.262334
H 2.755885 -3.256940 -1.594638
H 2.402599 0.500505 -2.850090
H 4.573925 -0.397603 -4.253104
H 5.011317 -0.769335 -2.571988
H 4.616665 0.888450 -3.043859
O -1.662243 -0.168832 -1.064983
N -1.962387 -1.446019 -1.058373
C -3.183789 -1.687193 -1.399502
C -3.630223 -3.047819 -1.405344
N -3.987368 -4.138747 -1.405020
C -4.072871 -0.607299 -1.738967
N -4.713170 0.297608 -2.041076

Atomic forces in eV per Å
Rh 0.0 0.0 0.0
C 0.0 0.0 0.0
N 0.0 0.1 0.0
C 0.0 0.0 0.0
C -0.1 0.0 0.0
C 0.0 0.0 0.0
C 0.0 0.0 0.0
C 0.0 0.0 0.0
C 0.0 0.0 0.0
C 0.0 0.1 0.0
N 0.0 -0.2 -0.2
C 0.0 0.1 0.1
C 0.0 0.0 0.0
C 0.0 0.0 0.0
C 0.0 0.0 0.0
C 0.0 0.0 0.0
C 0.0 0.0 0.0
N 0.0 0.0 0.0
C 0.0 0.0 0.0
C 0.0 0.0 0.0
H 0.0 0.0 0.0
H 0.0 0.0 0.0
H 0.0 0.0 0.0
H 0.0 0.0 0.0
H 0.0 0.0 0.0
H 0.0 0.0 0.0
H 0.0 0.0 0.0
H 0.0 0.0 0.0
H 0.0 0.0 0.0
H 0.0 0.0 0.0
H 0.0 0.0 0.0
H 0.0 0.0 0.0
H 0.0 0.0 0.0
H 0.0 0.0 0.0
H 0.0 0.0 0.0
H 0.0 0.0 0.0
H 0.0 0.0 0.0
H 0.0 0.0 0.0
H 0.0 0.0 0.0
H 0.0 0.0 0.0
C 0.0 0.0 0.0
C 0.0 0.0 0.0
S 0.0 -0.1 0.0
O 0.0 0.0 0.0
C 0.0 0.0 0.0
C 0.0 0.0 0.0
H 0.0 0.0 0.0
H 0.0 0.0 0.0
H 0.0 0.0 0.0
H 0.0 0.0 0.0
H 0.0 0.0 0.0
H 0.0 0.0 0.0
H 0.0 0.0 0.0
H 0.0 0.0 0.0
H 0.0 0.0 0.0
H 0.0 0.0 0.0
C 0.0 0.0 0.0
N 0.0 0.0 0.0
C 0.1 -0.1 0.1
S -0.1 0.1 0.0
N 0.0 0.1 -0.1
C 0.0 0.0 0.0
H 0.0 0.0 0.0
H 0.0 0.0 0.0
H 0.0 0.0 0.0
H 0.0 0.0 0.0
H 0.0 0.0 0.1
H 0.0 0.0 0.0
H 0.0 0.0 0.0
H 0.0 0.0 0.0
O 0.0 0.0 0.0
N 0.0 -0.1 0.0
C 0.0 0.0 0.1
C 0.0 0.0 0.0
N 0.0 0.0 0.0
C 0.0 -0.1 -0.1
N 0.0 0.0 0.1

Computed properties:
Kohn-Sham gap	6.51	eV
total charge	+1

***

# 2
This record from the OMol25 dataset describes a structure of composition C17H28MgN2Si in a non-equilibrium geometry. The level of theory is ωB97M-V/def2-TZVPD.

Element x y z (Å)
C 2.451605 -2.615192 -0.977678
C 1.947253 0.647252 -1.310082
C 1.628982 -1.642292 -1.853272
H 1.800032 -3.207005 -0.318806
C 1.104565 0.772140 -2.456800
H 1.936601 1.577360 -0.707338
H 2.355057 -1.388244 -2.655604
H 0.919346 1.795764 -2.820190
C 0.320223 -1.700502 -2.493052
H -0.552107 -1.839564 -1.816177
H 0.313058 -2.503818 -3.256094
C 3.067247 -1.436593 -0.126300
H 4.032921 -1.742873 0.286185
H 2.401394 -1.240385 0.729583
C 3.223266 -0.119599 -0.946918
H 3.824763 -0.303165 -1.852280
H 3.816888 0.561758 -0.323378
C 0.302340 -0.292832 -3.248313
H 0.754341 -0.407614 -4.250435
H -0.731911 0.051884 -3.448091
Mg 0.104423 0.596733 -0.883290
H 3.198770 -3.304188 -1.346523
C 2.736468 2.162389 1.767006
C 1.313981 1.798720 2.086075
C 0.822511 2.038540 3.375053
C -0.478613 1.673198 3.713307
C -1.277366 1.049704 2.766015
C -0.735747 0.826363 1.476692
N 0.535924 1.252225 1.155224
N -1.382386 0.221817 0.461090
Si -3.040810 -0.222492 0.291991
C -3.482347 -1.527480 1.552048
C -4.141542 1.279302 0.474071
C -3.177582 -0.916618 -1.438470
H 3.399904 1.287894 1.844989
H 2.846346 2.600081 0.768806
H 3.085076 2.901083 2.498183
H 1.482812 2.533629 4.080069
H -0.886523 1.874333 4.703186
H -2.309841 0.747890 2.945660
H -3.109895 -1.282941 2.554861
H -4.574639 -1.632296 1.597962
H -3.047206 -2.490670 1.254314
H -4.045740 1.929756 -0.406023
H -5.188751 0.958718 0.558230
H -3.886840 1.873276 1.362063
H -3.012701 -0.143679 -2.201227
H -2.468769 -1.736884 -1.607161
H -4.194783 -1.314885 -1.559162

Atomic forces in eV per Å
C -2.2 2.5 1.8
C 3.8 -0.6 -1.2
C 1.9 -2.8 -1.5
H 0.1 0.1 -0.1
C 0.8 1.1 -3.2
H 0.1 -0.4 -0.4
H -0.6 0.3 0.4
H 0.0 -0.2 0.1
C -0.8 0.6 -0.8
H 0.6 0.0 -0.3
H -0.4 0.3 0.3
C 0.5 -0.3 0.2
H 0.1 0.2 0.1
H 0.1 0.0 -0.3
C 0.8 0.3 0.3
H -0.1 0.0 0.2
H 0.1 -0.1 -0.1
C 0.3 -0.3 -0.1
H -0.1 -0.3 0.4
H 0.3 0.0 0.1
Mg -4.8 -0.8 4.7
H 0.2 0.3 -0.9
C 0.2 0.2 0.1
C -0.5 0.2 0.9
C 0.6 0.1 -0.1
C -0.5 -0.3 -0.4
C 0.3 0.2 0.0
C 0.0 0.2 0.2
N -0.9 -0.3 0.4
N 0.2 0.2 -0.8
Si 0.8 0.2 0.3
C -0.3 -0.2 0.0
C -0.2 0.0 0.0
C -0.3 -0.1 0.0
H -0.3 0.2 -0.1
H 0.0 -0.1 0.2
H 0.0 -0.2 -0.2
H -0.2 -0.1 0.0
H 0.2 0.0 -0.2
H 0.4 0.1 0.2
H -0.1 -0.1 -0.2
H 0.2 -0.1 0.1
H -0.1 0.1 0.1
H -0.1 -0.1 0.2
H 0.1 0.2 0.0
H -0.1 -0.2 -0.2
H -0.1 -0.2 0.1
H -0.3 0.2 0.1
H 0.2 0.0 -0.2

Computed properties:
Kohn-Sham gap (alpha / beta)	6.45 / 7.19	eV
total charge	0

***

# 3
This record from the OMol25 dataset describes a structure of composition C22H34Cl2IrO3 in a non-equilibrium geometry. The level of theory is ωB97M-V/def2-TZVPD.

Element x y z (Å)
C -0.011696 -3.589048 -1.944379
C -0.833501 -2.771583 -2.773391
C -1.999941 -2.380520 -2.010559
C -0.561891 -2.355897 -4.186402
C -1.932113 -2.989899 -0.710500
C -0.689984 -3.754189 -0.657809
C -0.239567 -4.625479 0.452452
C 1.255019 -4.248824 -2.344833
C -3.089116 -1.442320 -2.475746
C -2.978394 -2.857602 0.340965
Ir -0.169181 -1.743171 -0.844112
Cl -0.071028 0.283520 -2.103756
Cl 2.033225 -1.372755 -0.492081
O -0.759081 -0.694932 0.613743
H 0.517996 -2.228748 -4.377962
H -1.086059 -1.424636 -4.458133
H -0.921296 -3.137171 -4.894733
H -2.697441 -0.465396 -2.847280
H -3.777266 -1.234408 -1.638452
H -3.670205 -1.900400 -3.278877
H -3.477475 -1.899733 0.235289
H -2.538822 -2.941535 1.319621
H -3.716984 -3.628921 0.220632
H -0.868168 -4.439638 1.316427
H 0.782032 -4.345962 0.787722
H -0.382135 -5.662090 0.142827
H 1.926804 -3.557386 -2.859401
H 1.035224 -5.069821 -3.025631
H 1.753789 -4.649350 -1.471205
H -0.738026 0.288080 0.534948
O 1.065386 -2.795383 1.443120
H 1.439434 -2.942874 2.323815
C 1.404823 0.310939 2.997715
C 0.286616 1.306676 3.342725
C 0.147533 1.514008 4.848102
C 0.482449 2.640016 2.584225
C 0.947040 3.803322 3.180385
C 1.323485 4.893481 2.380501
C 1.268924 4.786751 0.978308
C 0.776504 3.639835 0.366892
C 0.799279 3.482615 -1.152101
C -0.058851 4.497396 -1.878171
C 2.228470 3.387801 -1.691083
C 0.147286 2.663160 1.182710
O -0.754711 1.905389 0.707495
H 2.378683 0.666567 3.365797
H 1.501441 0.151279 1.915772
H 1.196958 -0.669293 3.420684
H -0.647138 0.864039 2.976461
H 1.094028 1.878493 5.282464
H -0.646250 2.245734 5.062915
H -0.124569 0.564718 5.331932
H 1.063483 3.833369 4.286332
H 1.711186 5.813658 2.857775
H 1.634151 5.586648 0.357053
H 0.336391 2.492662 -1.342698
H 0.355567 5.502678 -1.769470
H -0.109460 4.248201 -2.937491
H -1.089258 4.490887 -1.495941
H 2.775013 2.594859 -1.189795
H 2.197118 3.165431 -2.756809
H 2.774266 4.316755 -1.548998

Atomic forces in eV per Å
C -1.4 -1.2 -0.3
C -0.9 -0.4 -0.8
C -0.9 -0.7 -0.6
C 0.0 -0.3 -0.4
C -0.8 -1.7 -1.5
C -1.1 -1.3 -1.2
C -0.3 -0.7 -0.3
C 0.0 0.1 -0.1
C 0.3 0.2 0.2
C 0.5 0.2 -0.3
Ir 3.1 3.0 2.7
Cl -0.3 1.6 -1.7
Cl 3.6 0.8 -0.8
O -1.4 2.4 2.4
H -0.4 0.1 0.1
H 0.3 -0.3 0.3
H 0.2 0.2 0.2
H -0.1 -0.6 0.3
H 0.2 0.0 -0.4
H -0.1 0.0 -0.1
H 0.0 0.2 0.3
H 0.1 0.1 0.5
H -0.6 -0.6 0.0
H 0.0 -0.1 0.2
H -0.4 -0.2 -0.2
H 0.0 -0.5 -0.1
H 0.0 0.0 0.1
H 0.0 -0.3 -0.2
H 0.2 0.0 0.2
H -0.2 -0.8 -0.1
O 0.6 0.0 1.5
H -0.2 0.2 0.1
C 0.3 0.3 -0.4
C -0.3 0.7 -0.3
C 0.0 0.1 0.1
C -0.1 -0.8 1.3
C 0.2 -0.5 0.4
C 0.1 0.4 0.0
C 0.0 -0.6 0.4
C 0.4 1.6 -1.1
C -0.5 -1.3 0.5
C -0.2 0.2 0.1
C -0.3 0.2 0.1
C -0.9 -1.1 -0.3
O 0.9 1.2 0.5
H -0.1 0.0 0.1
H -0.2 -0.1 0.2
H -0.1 -0.1 0.0
H 0.1 0.1 -0.1
H -0.3 -0.2 0.0
H 0.2 -0.1 0.1
H 0.2 0.2 -0.1
H 0.0 0.1 -1.0
H -0.3 -0.6 -0.4
H 0.2 0.2 -0.1
H 0.3 0.4 0.1
H -0.1 0.2 -0.1
H 0.1 0.0 -0.1
H 0.3 0.0 0.0
H 0.0 -0.2 0.0
H 0.0 -0.1 -0.1
H 0.2 0.3 0.0

Computed properties:
2S+1	6
<S²>	8.81
Kohn-Sham gap (alpha / beta)	2.03 / 2.86	eV
total charge	-2

***

# 4
This record from the OMol25 dataset describes a cluster of 2 separate species, C6H11N3S in total in a non-equilibrium geometry. The level of theory is ωB97M-V/def2-TZVPD.

Element x y z (Å)
C -1.071050 -1.092015 0.328092
C -0.383429 0.088017 0.448394
C 1.004171 -1.604200 0.784103
C -2.426413 -1.431231 -0.225399
C 2.135677 -2.517363 1.117234
C -0.407573 2.623240 -1.933205
N -0.128886 -2.096807 0.473162
N 0.888399 3.453700 0.299000
N 0.886037 -0.241139 0.771106
S -0.557112 3.004714 -0.108515
H -2.394072 -1.652966 -1.292221
H -2.892336 -2.396169 0.272134
H -2.991117 -0.466633 -0.136435
H 2.753779 -1.953916 1.806960
H 1.806772 -3.364915 1.522369
H 2.513174 -2.751302 0.084554
H -1.545798 2.639076 -2.153866
H 0.162712 1.739143 -1.907489
H 0.039641 3.447406 -2.302705
H 1.030032 4.153344 0.996329
H 1.577395 0.420017 1.156396

Atomic forces in eV per Å
C 0.3 -0.5 -1.4
C -1.2 -0.2 0.1
C -0.4 0.3 0.6
C -0.7 -0.1 1.0
C 1.2 4.4 -3.0
C -3.9 -0.8 3.3
N -2.4 -1.3 -0.2
N 0.7 -0.5 -1.5
N 2.8 1.2 1.1
S -0.1 -0.1 0.1
H 0.3 -0.1 0.0
H 0.8 2.3 -0.7
H -0.3 -1.2 0.1
H 1.0 -0.4 -0.2
H -1.5 -3.2 1.7
H 0.8 0.1 1.3
H 2.1 -0.7 -0.3
H 0.2 -1.2 -0.9
H 1.6 2.5 -1.5
H -0.6 0.2 0.9
H -0.6 -0.5 -0.6

Computed properties:
Kohn-Sham gap (alpha / beta)	7.15 / 7.72	eV
total charge	0

***

Number 1: energy -2508.71360 hartree, molar mass 661.7 g/mol. Number 2: energy -1263.54225 hartree, molar mass 312.8 g/mol. Number 3: energy -2108.87875 hartree, molar mass 609.6 g/mol. Number 4: energy -797.48856 hartree, molar mass 157.2 g/mol.